1.
Formula: C15H26Br3CaClF9MgN7O6P2S2
Source: OMol25
Level of theory: wB97M-V/def2-TZVPD

Positions of all 73 atoms, in Å:
C (2.8566, -2.5610, 4.5920)
P (2.6247, -1.7410, 2.8844)
C (3.3726, -3.0121, 1.6331)
C (0.7815, -1.5890, 2.3783)
C (0.3538, -3.0957, 1.7885)
N (-0.3256, -4.1562, 1.4076)
C (0.7677, -0.6131, 1.0203)
N (0.9859, 0.8496, 1.3250)
C (-0.1986, -1.0575, 3.5766)
C (0.4387, 0.2075, 4.4569)
N (0.9398, 1.3381, 4.9103)
C (-0.6484, -2.1854, 4.6747)
C (-2.2985, -2.2948, 4.8441)
C (-3.0554, -2.9533, 3.5482)
N (-3.3296, -2.2833, 2.2204)
O (-3.5233, -4.2191, 3.7039)
H (1.9407, -3.1717, 4.9883)
H (3.7698, -3.3224, 4.5137)
H (3.1797, -1.6995, 5.3453)
H (4.5448, -3.0481, 1.6858)
H (2.9526, -2.8351, 0.5512)
H (2.9590, -4.0755, 1.9784)
H (1.6915, -0.9823, 0.3606)
H (-0.2475, -0.8528, 0.4655)
H (0.0504, 1.2392, 1.5918)
H (1.6944, 0.9647, 2.0826)
H (-1.1908, -0.6316, 3.0704)
H (-0.2583, -1.8338, 5.7476)
H (-0.2052, -3.2551, 4.5119)
H (-2.7972, -1.2651, 5.1443)
H (-2.4680, -3.0165, 5.7744)
H (-2.8999, -2.7953, 1.4100)
H (-3.0919, -1.2673, 2.2146)
N (3.3661, -0.4565, -3.2528)
S (4.3799, -1.6488, -3.1217)
O (4.2902, -2.7201, -4.1080)
O (4.7866, -2.0481, -1.7793)
F (5.7162, -0.9157, -3.6174)
S (1.9012, -0.9036, -2.8983)
O (0.8762, 0.0538, -3.3129)
O (1.6604, -1.5074, -1.5934)
F (1.6133, -2.1127, -3.8983)
Ca (-0.4233, 2.9236, 2.2067)
C (-3.7605, 5.0858, -1.3950)
C (-2.7942, 4.4478, -0.4104)
N (-1.9925, 3.9186, 0.4065)
H (-3.7461, 4.5366, -2.3405)
H (-4.7751, 5.0662, -0.9875)
H (-3.4716, 6.1237, -1.5815)
O (-4.0489, 8.1551, -2.0007)
H (-4.4325, 8.4978, -2.8219)
H (-3.7438, 8.9487, -1.5358)
F (-3.7751, 9.3300, 0.0325)
Mg (-0.1751, -1.8153, -1.4166)
F (6.7473, -3.7181, -3.9736)
P (8.2248, -3.6440, -4.4611)
F (7.7164, -4.0284, -5.8836)
F (9.5607, -2.8946, -4.1738)
F (8.2849, -4.1895, -3.0029)
F (7.9659, -2.1527, -4.8344)
F (9.0747, -4.8743, -4.8980)
Cl (5.8249, 0.7143, -2.4447)
C (-6.9994, -4.1626, 1.7232)
Br (-8.8070, -4.4382, 2.3875)
Br (-6.5299, -5.4533, 0.3456)
Br (-6.7188, -2.3325, 1.1264)
H (-6.3201, -4.3321, 2.5651)
C (-4.5733, 8.8614, -6.3742)
C (-5.2431, 9.1443, -5.0394)
N (-5.7989, 9.3791, -3.9322)
H (-3.9083, 9.6877, -6.6402)
H (-3.9879, 7.9400, -6.3096)
H (-5.3306, 8.7482, -7.1547)

Summary:
HOMO energy in eV: -7.06
Largest force on an atom in eV Å⁻¹: 12.07
Kohn-Sham gap in eV: 1.36
Electronic energy in hartree: -12858.87562
LUMO in eV: -5.702



2.
Formula: C15H26F6NO3P2Pb
Source: OMol25
Level of theory: wB97M-V/def2-TZVPD

Positions of all 54 atoms, in Å:
Pb (-0.4089, 0.9689, 0.4032)
P (2.3658, 0.7978, 0.0587)
C (2.9277, -0.5813, -1.0151)
C (1.8279, -1.4825, -1.5308)
N (0.5396, -1.2705, -1.1984)
C (-0.3805, -2.1791, -1.5891)
C (-0.0219, -3.3132, -2.3267)
C (1.3076, -3.5180, -2.6906)
C (2.2384, -2.5419, -2.3436)
C (-1.8560, -2.0153, -1.2146)
P (-2.4032, -0.2747, -1.0454)
H (3.2863, -2.5819, -2.6405)
H (-0.7951, -4.0574, -2.5313)
H (1.6164, -4.4012, -3.2500)
H (-2.4614, -2.4819, -2.0111)
H (-2.0660, -2.5486, -0.2661)
H (3.5262, -0.2044, -1.8385)
H (3.6327, -1.2267, -0.4626)
H (2.3008, 2.2635, -3.3831)
O (1.8434, 2.5293, -4.2103)
H (2.2265, 1.9036, -4.8642)
H (-1.4860, 4.1845, -3.2895)
O (-1.3288, 3.2713, -2.9976)
H (-0.4674, 3.0960, -3.4533)
C (-2.6804, 0.2319, -2.7733)
H (-3.2679, -0.4979, -3.3490)
H (-3.1812, 1.2083, -2.7988)
H (-1.7104, 0.3545, -3.2723)
C (-4.0658, -0.3768, -0.3205)
H (-4.5101, 0.6285, -0.3287)
H (-4.7250, -1.0588, -0.8779)
H (-3.9989, -0.7107, 0.7260)
C (2.8898, -0.1044, 1.5429)
H (3.9137, -0.4744, 1.3966)
H (2.8379, 0.5290, 2.4280)
H (2.2348, -0.9750, 1.6754)
C (3.5124, 2.1994, -0.1278)
H (3.2643, 2.9404, 0.6470)
H (4.5673, 1.9136, -0.0224)
H (3.3682, 2.6832, -1.1064)
C (-0.4413, 1.8244, 4.0989)
C (-0.8120, 0.4249, 3.6588)
O (-0.2083, 0.0173, 2.4844)
C (-0.3463, -0.6382, 4.7488)
F (-0.8849, -0.3655, 5.9787)
F (-0.6594, -1.9174, 4.4389)
F (1.0188, -0.5606, 4.8631)
C (-2.3807, 0.4380, 3.4489)
F (-3.0989, 0.8165, 4.5418)
F (-2.6847, 1.3761, 2.4557)
F (-2.8804, -0.7410, 3.0085)
H (0.6449, 1.9165, 4.0583)
H (-0.8228, 2.0621, 5.1023)
H (-0.8567, 2.5200, 3.3646)

Summary:
Total charge: +3
HOMO energy in eV: -19.00
Largest force on an atom in eV Å⁻¹: 3.09
Kohn-Sham gap in eV: 4.48
Electronic energy in hartree: -2341.30047
LUMO in eV: -14.522



3.
Formula: C15H26GaN10O2S2
Source: OMol25
Level of theory: wB97M-V/def2-TZVPD

Positions of all 56 atoms, in Å:
Ga (-0.8079, -0.0772, 0.1631)
C (-3.2246, 0.5864, -4.7603)
C (-3.5863, -0.1029, -3.5009)
N (-4.6788, -0.7444, -3.2580)
N (-4.5634, -1.1933, -1.9716)
C (-3.4249, -0.8511, -1.3992)
S (-2.8666, -1.1753, 0.1785)
N (-2.7770, -0.1513, -2.3596)
N (-1.5129, 0.3829, -2.1351)
H (-4.0267, 0.4297, -5.4772)
H (-2.2999, 0.1890, -5.1818)
H (-3.1088, 1.6602, -4.6022)
H (-5.3161, -1.7338, -1.5656)
H (-1.5196, 1.3887, -2.2956)
H (-0.8459, -0.0359, -2.7816)
N (-2.3940, -0.1519, 6.4095)
C (-1.5998, 0.4549, 5.5480)
N (-0.8242, 1.4598, 5.9351)
N (-1.6182, 0.0119, 4.2870)
C (-1.1408, 0.1848, 3.1627)
N (-0.7437, 0.2212, 2.0496)
H (-2.4267, 0.1027, 7.3845)
H (-2.9852, -0.9052, 6.0959)
H (-0.8340, 1.8008, 6.8844)
H (-0.1909, 1.9029, 5.2939)
N (3.7650, -5.2796, -1.4667)
C (2.6801, -5.2379, -0.6713)
O (2.2165, -6.1830, -0.0796)
C (1.9583, -3.9008, -0.5302)
C (2.0803, -2.8157, -1.3907)
C (1.3024, -1.6974, -1.1753)
N (0.4267, -1.6195, -0.1603)
C (0.3141, -2.6674, 0.6834)
C (1.0576, -3.8113, 0.5254)
H (4.2383, -6.1667, -1.5548)
H (4.2110, -4.4717, -1.8600)
H (2.7491, -2.8291, -2.2405)
H (1.3701, -0.8336, -1.8251)
H (-0.4016, -2.5707, 1.4888)
H (0.9441, -4.6572, 1.1904)
C (4.0160, 2.8056, 0.0107)
C (2.7961, 2.2355, -0.7124)
S (1.4398, 2.0413, 0.4481)
O (0.3213, 1.3491, -0.4181)
C (0.8723, 3.7455, 0.6352)
C (0.2654, 4.3659, -0.6124)
H (4.8836, 2.7177, -0.6407)
H (4.2347, 2.2626, 0.9306)
H (3.8958, 3.8622, 0.2455)
H (2.9806, 1.2261, -1.0823)
H (2.4579, 2.8605, -1.5376)
H (1.7640, 4.2785, 0.9743)
H (0.1707, 3.7148, 1.4689)
H (1.0053, 4.5437, -1.3907)
H (-0.1622, 5.3306, -0.3424)
H (-0.5364, 3.7487, -1.0135)

Summary:
Total charge: +3
HOMO energy in eV: -16.92
Largest force on an atom in eV Å⁻¹: 0.48
Kohn-Sham gap in eV: 8.75
Electronic energy in hartree: -4005.59345
LUMO in eV: -8.169



4.
Formula: C15H26InO17P2
Source: OMol25
Level of theory: wB97M-V/def2-TZVPD

Positions of all 61 atoms, in Å:
O (-4.8457, -0.5884, -4.8911)
P (-4.4964, 0.8849, -4.9563)
In (-3.4978, 1.7020, -7.1478)
P (-1.3302, 2.7245, -6.2085)
O (-1.5508, 3.7107, -5.0806)
H (-3.6291, 1.2325, -3.8988)
H (-5.6269, 1.6890, -4.6586)
H (-4.4596, 2.9662, -7.8627)
H (-3.2432, 0.4190, -8.2935)
H (-0.4706, 3.2695, -7.2040)
H (-0.4620, 1.6829, -5.7723)
C (-0.7112, 3.4351, -0.9225)
C (-1.4017, 3.5318, -2.2714)
O (-2.1904, 2.3304, -2.2733)
C (-2.4075, 1.9376, -1.0119)
O (-3.1565, 1.0712, -0.6758)
O (-1.6483, 2.6602, -0.1521)
H (-0.5398, 4.3955, -0.4472)
H (0.2298, 2.8876, -0.9743)
H (-2.0746, 4.3857, -2.3478)
H (-0.7438, 3.5346, -3.1339)
C (2.2175, 2.4262, 2.2420)
C (1.5857, 3.2494, 3.3475)
O (1.6102, 4.5716, 2.7923)
C (1.6463, 4.4641, 1.4421)
O (1.4765, 5.3726, 0.6935)
O (1.8810, 3.1912, 1.0739)
H (1.8247, 1.4226, 2.1423)
H (3.3030, 2.3787, 2.3302)
H (0.5475, 2.9695, 3.5335)
H (2.1423, 3.2330, 4.2798)
C (-0.0113, -2.2458, 4.3158)
C (0.2088, -2.5284, 2.8394)
O (1.0961, -1.4614, 2.4636)
C (1.7384, -1.0332, 3.5596)
O (2.6633, -0.2771, 3.5462)
O (1.2037, -1.5682, 4.6760)
H (-0.1198, -3.1391, 4.9231)
H (-0.8478, -1.5674, 4.4895)
H (0.7233, -3.4748, 2.6766)
H (-0.6912, -2.4793, 2.2346)
C (-2.4147, -1.9634, -3.5574)
C (-2.8078, -3.4221, -3.6608)
O (-1.6083, -4.0284, -4.1670)
C (-0.5610, -3.2353, -3.8399)
O (0.5821, -3.5524, -3.9637)
O (-0.9882, -2.0586, -3.3532)
H (-2.8800, -1.4389, -2.7284)
H (-2.6294, -1.4318, -4.4813)
H (-3.0291, -3.8677, -2.6884)
H (-3.6337, -3.5940, -4.3438)
C (4.8172, -2.6050, 5.5001)
C (5.0256, -3.7675, 6.4584)
O (3.7768, -4.4642, 6.3602)
C (3.2056, -4.1555, 5.1729)
O (2.2345, -4.6805, 4.7283)
O (3.8868, -3.1630, 4.5708)
H (5.7120, -2.2907, 4.9717)
H (4.3528, -1.7429, 5.9805)
H (5.8252, -4.4353, 6.1343)
H (5.1915, -3.4696, 7.4895)

Summary:
Total charge: -1
HOMO energy in eV: -5.04
Largest force on an atom in eV Å⁻¹: 0.62
Kohn-Sham gap in eV: 6.65
Electronic energy in hartree: -2739.19245
LUMO in eV: 1.606



For reference, relative energy (zero: lowest compared OMol25 entry of this formula, charge and spin) by record: 1076.7 0.0 0.0 0.0 kJ/mol.